{
  "formula": "C26H54BBr2O8PSi",
  "method": "the ωB97M-V functional and the def2-TZVPD basis",
  "species": ["Br", "Br", "P", "Si", "O", "O", "O", "O", "O", "O", "O", "O", "C", "C", "C", "C", "C", "C", "C", "C", "C", "C", "C", "C", "C", "C", "C", "C", "C", "C", "C", "C", "C", "C", "C", "C", "C", "C", "B", "H", "H", "H", "H", "H", "H", "H", "H", "H", "H", "H", "H", "H", "H", "H", "H", "H", "H", "H", "H", "H", "H", "H", "H", "H", "H", "H", "H", "H", "H", "H", "H", "H", "H", "H", "H", "H", "H", "H", "H", "H", "H", "H", "H", "H", "H", "H", "H", "H", "H", "H", "H", "H", "H"],
  "positions_angstrom": [[-3.417, -2.293, 0.437], [-4.367, 1.779, -0.619], [-1.163, 1.416, -0.078], [4.077, 0.901, 1.064], [-2.629, 1.061, 6.726], [6.337, -1.596, -1.774], [0.553, 1.685, -3.763], [3.941, -0.772, -6.922], [-5.870, -2.194, -2.326], [2.477, 1.521, 1.297], [0.427, -1.066, 0.483], [-0.908, -0.218, 2.336], [-0.279, 0.749, 3.219], [6.987, -2.610, -1.947], [7.950, -3.109, -0.903], [-7.562, -0.903, -1.268], [-2.038, 2.792, 0.973], [-6.996, -2.163, -1.868], [-1.271, 0.887, 4.501], [2.267, 0.544, -5.863], [1.923, -1.937, -6.450], [-3.066, -0.805, -0.901], [-2.045, 4.166, 0.570], [-4.305, 2.369, 7.789], [5.023, 0.697, 2.748], [-7.879, -3.383, -1.880], [-1.124, 1.767, -1.926], [-2.854, 0.525, -0.100], [1.819, 1.735, 0.001], [-3.752, 1.102, 7.192], [-4.643, -0.111, 7.192], [0.060, 1.107, -2.755], [0.417, 2.468, 0.102], [2.818, -0.725, -6.456], [5.205, 2.024, -0.018], [4.110, -0.838, 0.226], [6.859, -3.414, -3.213], [-2.029, -1.380, -1.930], [-0.478, -0.037, 0.953], [-3.113, 0.303, 1.003], [-4.902, -0.382, 8.218], [0.570, 0.114, -2.477], [6.512, -4.423, -2.979], [6.132, -2.937, -3.873], [-5.195, 2.682, 7.239], [-7.341, -4.214, -2.341], [-5.548, 0.092, 6.616], [-0.925, -1.251, -1.708], [1.378, 0.856, -6.413], [1.664, -2.204, -5.423], [-1.133, 2.881, -2.214], [1.018, -1.734, -7.027], [4.314, -1.648, 1.009], [7.651, -4.104, -0.566], [-4.115, -0.948, 6.732], [-8.450, -0.594, -1.822], [-8.142, -3.660, -0.857], [-2.134, 4.340, -0.561], [0.413, 3.299, -0.698], [5.201, 3.121, 0.290], [-7.811, -1.072, -0.218], [-2.033, 1.733, 4.358], [6.255, 1.577, -0.097], [2.449, -2.778, -6.908], [4.712, 1.496, 3.500], [3.019, 1.332, -5.935], [2.527, 2.469, -0.545], [5.005, -0.843, -0.492], [-2.557, 2.553, 1.960], [-8.781, -3.183, -2.461], [7.822, -3.455, -3.726], [-2.090, 1.351, -2.403], [4.759, 1.993, -1.081], [-6.816, -0.108, -1.327], [0.395, -1.821, 1.109], [6.131, 0.866, 2.494], [-4.074, -0.738, -1.454], [3.153, -1.012, -0.368], [0.417, 3.047, 1.098], [8.961, -3.137, -1.313], [7.937, -2.432, -0.046], [-0.185, 1.799, 2.798], [-1.921, 5.032, 1.292], [-2.277, -2.486, -2.119], [0.706, 0.308, 3.593], [-3.554, 3.159, 7.720], [-4.548, 2.208, 8.841], [-1.903, -0.075, 4.520], [2.025, 0.388, -4.812], [-2.210, -0.870, -2.950], [-0.717, 0.939, 5.486], [4.933, -0.365, 3.146], [1.844, 0.793, -0.659]],
  "total_charge": 0,
  "fmax_ev_per_a": 4.80,
  "e_homo_ev": -8.3,
  "e_lumo_ev": 0.30,
  "e_tot_ha": -7428.5898,
  "smiles": "C=CP(CC=O)(CCO[Si](C)(C)C)(B(O)OCC)[C@@H](Br)[C@@H](C)Br.CC(C)=O.CC(C)=O.CC(C)=O.CC(C)=O"
}